The following is a quantum chemistry calculation of 2 unconnected molecules or ions with the total composition C19H27N2O3P at a distorted geometry, from the Open Molecules 2025 dataset.

Geometry as XYZ:
```
52
Properties=species:S:1:pos:R:3:nbo_charge:R:1
C 2.77 2.54 -6.04 -0.62
C 1.95 1.68 -5.11 -0.06
O 2.31 1.98 -3.74 -0.84
P 2.07 0.91 -2.55 2.37
C 0.58 1.33 -1.71 -1.10
C -0.55 0.57 -1.71 0.34
N -1.57 -0.04 -1.69 -0.66
O 2.25 -0.51 -2.95 -1.12
O 3.07 1.47 -1.41 -0.82
C 4.41 1.92 -1.72 -0.06
C 5.19 1.95 -0.42 -0.62
H 2.40 2.42 -7.06 0.21
H 2.72 3.60 -5.77 0.21
H 3.82 2.23 -6.03 0.21
H 0.88 1.89 -5.23 0.18
H 2.14 0.62 -5.29 0.20
H 0.56 2.29 -1.19 0.25
H 4.87 1.21 -2.44 0.18
H 4.35 2.92 -2.18 0.18
H 6.16 2.41 -0.59 0.20
H 4.65 2.53 0.33 0.21
H 5.34 0.93 -0.06 0.21
C -5.88 -1.16 3.11 -0.41
C -6.47 -1.69 1.80 -0.42
C -5.40 -1.51 0.72 -0.22
N -4.17 -1.18 1.44 -0.31
C -2.98 -1.14 0.84 0.25
C -1.78 -0.90 1.53 -0.36
C -0.53 -1.28 1.05 0.03
C 0.66 -1.20 1.86 -0.04
C 1.68 -2.17 1.75 -0.17
C 2.79 -2.15 2.58 -0.21
C 2.93 -1.13 3.54 -0.17
C 1.92 -0.16 3.68 -0.22
C 0.79 -0.20 2.86 -0.17
C -4.37 -0.96 2.87 -0.24
H -6.33 -0.20 3.38 0.22
H -6.04 -1.86 3.93 0.23
H -6.72 -2.75 1.89 0.22
H -7.38 -1.16 1.52 0.23
H -5.26 -2.43 0.12 0.22
H -5.67 -0.70 0.02 0.22
H -2.96 -1.28 -0.24 0.28
H -1.84 -0.44 2.52 0.21
H -0.46 -1.75 0.08 0.26
H 1.57 -2.96 1.00 0.23
H 3.55 -2.92 2.50 0.22
H 3.80 -1.11 4.20 0.22
H 2.01 0.62 4.43 0.22
H 0.00 0.54 2.96 0.21
H -4.05 0.05 3.16 0.22
H -3.78 -1.67 3.47 0.22
```

spin multiplicity = 1
gap between HOMO and LUMO = 4.186 eV
highest occupied orbital energy = -5.73 eV

The following is a quantum chemistry calculation of a molecular structure, C19H27N2SY, from the Open Molecules 2025 dataset.

Geometry as XYZ:
```
50
Properties=species:S:1:pos:R:3:nbo_charge:R:1
Y 0.05 -0.38 0.21 1.83
C -0.54 0.15 -2.33 -0.30
C -1.73 0.10 -1.60 -0.33
C -1.70 1.13 -0.61 -0.43
C -0.47 1.82 -0.78 -0.39
C 0.24 1.20 -1.84 -0.34
H -0.28 -0.52 -3.14 0.27
H -2.53 -0.61 -1.74 0.26
H -2.50 1.44 0.05 0.26
H -0.19 2.71 -0.25 0.25
H 1.21 1.50 -2.20 0.27
C 3.63 -1.19 2.01 -0.61
C 3.13 0.24 1.88 -0.27
C 3.44 0.80 0.49 -0.59
C 1.65 0.40 2.19 -0.05
C 0.87 -0.65 2.73 -0.30
C -0.51 -0.51 2.93 -0.22
C -1.17 0.70 2.67 -0.04
C -2.62 0.87 2.97 -0.65
C -0.38 1.75 2.19 -0.12
C 0.98 1.60 1.93 -0.24
H 4.68 -1.24 1.74 0.25
H 3.09 -1.87 1.33 0.20
H 3.54 -1.57 3.03 0.23
H 3.66 0.85 2.62 0.25
H 2.87 0.28 -0.30 0.19
H 4.49 0.62 0.23 0.26
H 3.26 1.87 0.39 0.22
H 1.34 -1.60 2.95 0.27
H -1.06 -1.35 3.34 0.26
H -2.74 1.17 4.02 0.27
H -3.18 -0.05 2.84 0.24
H -3.07 1.66 2.36 0.24
H -0.86 2.70 1.97 0.25
H 1.53 2.43 1.52 0.26
C 3.67 -3.76 -2.84 -0.42
N 2.62 -4.38 -2.05 -0.35
C 2.57 -5.84 -1.87 -0.22
C 1.34 -6.05 -0.98 -0.23
N 0.93 -4.67 -0.69 -0.56
C 1.66 -3.79 -1.37 0.39
S 1.38 -2.09 -1.41 -0.32
H 3.85 -4.38 -3.72 0.24
H 4.59 -3.69 -2.26 0.22
H 3.35 -2.78 -3.16 0.24
H 3.49 -6.18 -1.40 0.23
H 2.48 -6.32 -2.84 0.23
H 1.58 -6.58 -0.06 0.23
H 0.54 -6.59 -1.50 0.23
H 0.04 -4.43 -0.30 0.42
```

spin multiplicity = 1
gap between HOMO and LUMO = 7.873 eV
charge = +2
highest occupied orbital energy = -14.89 eV

The following is a quantum chemistry calculation of a molecular structure, C19H27N2Tl at a distorted geometry, from the Open Molecules 2025 dataset.

Geometry as XYZ:
```
49
Properties=species:S:1:pos:R:3:lowdin_charge:R:1
C -2.01 -2.33 1.05 -0.20
H -3.01 -1.91 1.23 -0.02
H -2.11 -2.99 0.20 0.06
H -2.60 1.76 1.66 0.00
C -1.58 -2.93 2.35 -0.35
H -0.52 -3.20 2.32 0.11
H -1.74 -2.15 3.05 0.07
C -2.44 -4.13 2.84 -0.06
H -1.96 -4.61 3.68 0.08
H -3.43 -3.79 3.20 0.09
H -2.60 -4.86 2.03 0.09
C 1.66 0.51 -1.58 -0.13
C 2.00 -0.77 -1.07 -0.12
C 0.98 -1.68 -1.46 -0.13
C 0.01 -0.95 -2.19 -0.15
C 0.43 0.40 -2.26 -0.15
C -0.24 1.50 -2.98 0.01
C -1.18 -1.54 -2.84 0.01
C 0.98 -3.13 -1.25 0.02
C 3.24 -1.09 -0.34 0.01
C 2.48 1.73 -1.47 0.01
Tl -1.94 0.15 1.15 1.18
H -1.86 -0.76 -3.22 0.09
H -0.89 -2.17 -3.72 0.13
H -1.75 -2.19 -2.15 0.09
H -1.25 1.20 -3.33 0.09
H -0.36 2.39 -2.34 0.10
H 0.34 1.81 -3.88 0.13
H 3.14 1.69 -0.59 0.09
H 3.14 1.86 -2.36 0.13
H 1.86 2.64 -1.39 0.10
H 3.14 -2.05 0.19 0.09
H 4.11 -1.18 -1.02 0.13
H 3.48 -0.31 0.40 0.10
H -0.01 -3.49 -0.92 0.09
H 1.25 -3.69 -2.17 0.13
H 1.72 -3.42 -0.48 0.09
N -2.70 5.91 1.00 0.21
C -1.85 5.13 1.18 -0.14
C -0.78 4.18 1.40 -0.19
C 0.36 4.51 2.17 0.06
C 1.35 3.53 2.37 0.01
C 1.15 2.25 1.84 -0.11
N 0.06 1.97 1.12 -0.04
C -0.88 2.91 0.87 -0.25
H 0.43 5.51 2.57 0.14
H 2.25 3.75 2.93 0.12
H 1.88 1.45 1.98 0.12
H -1.72 2.63 0.22 0.06
```

spin multiplicity = 1
gap between HOMO and LUMO (spin up / spin down) = 6.569 / 6.503 eV
charge = +2
highest occupied orbital energy (spin up / spin down) = -15.38 / -15.32 eV

The following is a quantum chemistry calculation of C19H27N3O3 in the gas phase, from the Open Molecules 2025 dataset.

Geometry as XYZ:
```
52
Properties=species:S:1:pos:R:3:nbo_charge:R:1
C -0.20 -3.93 5.58 -0.72
C -0.74 -3.59 4.21 0.58
O -1.87 -3.87 3.89 -0.54
C 0.18 -2.89 3.28 -0.16
C -0.32 -2.56 2.02 -0.21
C 0.46 -1.91 1.08 0.24
C 1.77 -1.57 1.41 -0.24
C 2.27 -1.89 2.66 -0.20
C 1.49 -2.54 3.60 -0.20
H 1.91 -2.78 4.56 0.21
H 3.29 -1.62 2.90 0.22
H 2.39 -1.07 0.68 0.26
N -0.12 -1.61 -0.15 -0.64
C 0.42 -0.93 -1.21 0.81
O 1.59 -0.55 -1.25 -0.70
N -0.44 -0.68 -2.23 -0.43
C -1.83 -1.08 -2.31 -0.23
C -2.31 -0.49 -3.64 -0.41
H -3.10 -1.09 -4.09 0.22
C -1.04 -0.44 -4.48 -0.41
C 0.01 -0.03 -3.46 -0.13
H 1.02 -0.38 -3.70 0.24
C 0.04 1.50 -3.27 0.67
O -0.75 2.25 -3.80 -0.65
N 1.03 1.90 -2.45 -0.62
H 1.60 1.18 -2.01 0.43
C 1.21 3.26 -2.02 -0.23
H 0.37 3.85 -2.41 0.23
H 2.14 3.65 -2.45 0.19
C 1.29 3.38 -0.49 -0.40
H 1.88 2.54 -0.11 0.20
H 1.82 4.30 -0.25 0.21
C -0.06 3.41 0.23 -0.21
C -0.85 2.11 0.04 -0.61
H -1.15 1.99 -1.00 0.21
H -1.75 2.13 0.65 0.21
H -0.24 1.26 0.34 0.20
C 0.16 3.66 1.72 -0.60
H 0.74 2.85 2.16 0.20
H 0.70 4.60 1.87 0.20
H -0.79 3.73 2.24 0.21
H -0.65 4.23 -0.18 0.19
H -1.11 0.29 -5.28 0.25
H -0.81 -1.42 -4.90 0.21
H -2.68 0.52 -3.49 0.23
H -2.41 -0.69 -1.47 0.20
H -1.91 -2.18 -2.32 0.19
H -1.08 -1.91 -0.23 0.40
H -1.34 -2.84 1.79 0.23
H 0.10 -3.03 6.10 0.23
H -0.97 -4.44 6.15 0.24
H 0.66 -4.59 5.49 0.23
```

spin multiplicity = 1
gap between HOMO and LUMO = 8.889 eV
SMILES string = CC(=O)c1cccc(NC(=O)N2CCC[C@H]2C(=O)NCCC(C)C)c1
highest occupied orbital energy = -8.64 eV

The following is a quantum chemistry calculation of C19H27N3O4 in the gas phase, from the Open Molecules 2025 dataset.

Geometry as XYZ:
```
53
Properties=species:S:1:pos:R:3:nbo_charge:R:1
C -0.37 -3.36 0.64 -0.63
C -1.69 -2.73 0.32 -0.02
C -1.80 -1.35 0.24 -0.22
C -3.01 -0.73 -0.06 0.14
C -4.13 -1.52 -0.31 0.25
C -4.02 -2.91 -0.24 -0.24
C -2.82 -3.50 0.08 -0.19
H -2.76 -4.58 0.14 0.21
H -4.91 -3.50 -0.44 0.23
O -5.36 -1.01 -0.65 -0.48
C -5.46 0.39 -0.56 -0.07
C -4.19 1.07 -1.08 -0.24
N -3.10 0.68 -0.21 -0.45
C -2.36 1.53 0.55 0.71
O -1.71 1.15 1.50 -0.64
C -2.35 2.99 0.11 -0.50
H -2.37 3.06 -0.98 0.23
C -1.10 3.71 0.63 -0.48
C 0.13 3.18 -0.12 0.68
O 0.54 3.69 -1.14 -0.64
N 0.68 2.10 0.46 -0.63
H 0.19 1.67 1.23 0.42
C 1.75 1.34 -0.15 -0.25
H 1.35 0.42 -0.60 0.18
C 2.82 0.99 0.90 -0.20
N 3.84 0.06 0.49 -0.45
C 4.67 0.52 -0.61 -0.25
C 5.87 -0.42 -0.74 -0.07
O 5.45 -1.75 -0.96 -0.52
C 4.62 -2.19 0.08 -0.07
C 3.39 -1.29 0.22 -0.25
H 2.78 -1.63 1.06 0.20
H 2.79 -1.36 -0.71 0.17
H 4.33 -3.21 -0.16 0.19
H 5.17 -2.19 1.03 0.17
H 6.49 -0.15 -1.59 0.19
H 6.46 -0.37 0.19 0.17
H 5.02 1.53 -0.40 0.21
H 4.12 0.53 -1.57 0.17
H 2.31 0.54 1.77 0.19
H 3.31 1.90 1.23 0.20
H 2.17 1.96 -0.94 0.23
H -0.99 3.54 1.70 0.23
H -1.19 4.77 0.42 0.24
H -3.24 3.48 0.52 0.23
H -4.33 2.15 -1.07 0.23
H -3.99 0.73 -2.10 0.21
H -6.33 0.67 -1.16 0.20
H -5.63 0.68 0.48 0.18
H -0.93 -0.74 0.41 0.22
H -0.49 -4.40 0.93 0.22
H 0.28 -3.33 -0.23 0.22
H 0.13 -2.82 1.45 0.22
```

spin multiplicity = 1
gap between HOMO and LUMO = 8.976 eV
SMILES string = Cc1ccc2c(c1)N(C(=O)CCC(=O)NCCN1CCOCC1)CCO2
highest occupied orbital energy = -8.42 eV

The following is a quantum chemistry calculation of C19H27N3O4 in the gas phase, from the Open Molecules 2025 dataset.

Geometry as XYZ:
```
53
Properties=species:S:1:pos:R:3:nbo_charge:R:1
C 7.44 0.38 0.88 -0.25
H 7.12 -0.22 1.74 0.18
O 6.75 0.03 -0.29 -0.49
C 5.40 0.20 -0.32 0.31
C 4.63 0.68 0.73 -0.32
C 3.26 0.81 0.57 -0.13
C 2.63 0.46 -0.62 -0.09
C 3.41 -0.03 -1.66 -0.18
C 4.78 -0.16 -1.52 -0.25
H 5.39 -0.53 -2.33 0.23
H 2.94 -0.31 -2.59 0.21
C 1.14 0.57 -0.73 -0.23
N 0.48 -0.46 0.06 -0.44
C -0.09 -0.22 1.25 0.69
O -0.27 0.87 1.75 -0.64
C -0.49 -1.56 1.85 -0.49
H -1.50 -1.53 2.26 0.24
H 0.19 -1.78 2.67 0.24
C -0.33 -2.57 0.70 -0.31
H 0.08 -3.52 1.04 0.24
C -1.68 -2.86 0.04 0.69
O -2.15 -3.98 0.00 -0.62
N -2.26 -1.78 -0.51 -0.65
H -1.90 -0.85 -0.31 0.42
C -3.61 -1.76 -1.00 -0.23
H -4.04 -2.76 -0.86 0.24
H -3.61 -1.54 -2.07 0.19
C -4.41 -0.71 -0.22 -0.22
N -3.64 0.52 -0.13 -0.47
C -3.68 1.31 -1.35 -0.26
C -2.73 2.50 -1.20 -0.07
H -2.76 3.14 -2.09 0.19
O -3.09 3.30 -0.11 -0.52
C -3.07 2.55 1.08 -0.09
H -3.38 3.23 1.88 0.19
C -4.03 1.36 0.99 -0.24
H -3.96 0.77 1.91 0.21
H -5.06 1.73 0.88 0.17
H -2.06 2.18 1.29 0.21
H -1.70 2.12 -1.06 0.16
H -3.36 0.69 -2.20 0.20
H -4.70 1.69 -1.56 0.17
H -4.57 -1.08 0.79 0.20
H -5.40 -0.56 -0.69 0.18
C 0.64 -1.86 -0.26 -0.21
H 0.38 -2.04 -1.31 0.21
H 1.67 -2.17 -0.10 0.20
H 0.79 1.53 -0.33 0.24
H 0.82 0.47 -1.78 0.20
H 2.66 1.18 1.39 0.22
H 5.08 0.96 1.66 0.22
H 7.32 1.45 1.12 0.18
H 8.49 0.18 0.68 0.20
```

spin multiplicity = 1
gap between HOMO and LUMO = 9.334 eV
SMILES string = COc1ccc(CN2C[C@H](C(=O)NCCN3CCOCC3)CC2=O)cc1
highest occupied orbital energy = -8.65 eV

The following is a quantum chemistry calculation of C19H27N5O4S in the gas phase, from the Open Molecules 2025 dataset.

Geometry as XYZ:
```
56
Properties=species:S:1:pos:R:3:nbo_charge:R:1
C 7.12 -1.05 0.41 -0.60
C 7.12 0.20 -0.47 -0.41
C 6.44 1.36 0.18 -0.13
C 6.99 2.55 0.68 -0.01
N 6.09 3.37 1.23 -0.28
N 4.94 2.72 1.10 -0.15
C 3.72 3.15 1.49 0.07
C 2.65 2.33 1.27 -0.31
C 2.86 1.08 0.62 0.13
C 1.75 0.06 0.36 0.65
O 1.98 -0.89 -0.35 -0.59
N 0.52 0.26 0.93 -0.45
C 0.33 0.78 2.28 -0.41
C -0.60 -0.57 0.46 -0.04
C -0.53 -2.01 0.96 -0.63
C -0.77 -0.48 -1.06 -0.23
N -2.11 -0.86 -1.45 -0.61
C -3.15 -0.02 -1.23 0.69
O -3.01 1.13 -0.86 -0.62
C -4.54 -0.62 -1.49 -0.37
C -4.62 -1.41 -2.79 -0.61
C -5.64 0.44 -1.41 -0.41
C -6.91 -0.23 -0.88 -0.41
C -6.49 -0.99 0.37 -0.67
S -4.92 -1.73 -0.06 2.16
O -5.14 -3.07 -0.56 -0.94
O -3.96 -1.52 0.99 -0.94
N 4.04 0.68 0.24 -0.36
C 5.09 1.49 0.46 0.28
H 7.62 -1.88 -0.09 0.21
H 7.63 -0.86 1.36 0.20
H 6.10 -1.35 0.63 0.22
H 8.15 0.49 -0.71 0.21
H 6.63 -0.02 -1.41 0.22
H 8.03 2.85 0.67 0.21
H 3.68 4.12 1.95 0.23
H 1.67 2.68 1.53 0.24
H 1.28 0.93 2.79 0.21
H -0.24 1.71 2.28 0.20
H -0.23 0.04 2.86 0.21
H -1.49 -0.10 0.89 0.22
H -1.46 -2.53 0.72 0.23
H 0.31 -2.53 0.51 0.23
H -0.43 -2.05 2.05 0.21
H -0.59 0.54 -1.38 0.22
H -0.06 -1.14 -1.56 0.23
H -2.30 -1.82 -1.65 0.40
H -4.27 -0.78 -3.61 0.23
H -4.02 -2.32 -2.77 0.23
H -5.64 -1.72 -3.00 0.23
H -5.32 1.23 -0.73 0.25
H -5.80 0.89 -2.39 0.23
H -7.68 0.50 -0.65 0.23
H -7.33 -0.92 -1.61 0.21
H -6.30 -0.32 1.21 0.25
H -7.16 -1.79 0.68 0.26
```

spin multiplicity = 1
gap between HOMO and LUMO = 8.356 eV
SMILES string = CCc1cnn2ccc(C(=O)N(C)[C@H](C)CNC(=O)[C@]3(C)CCCS3(=O)=O)nc12
highest occupied orbital energy = -8.33 eV

The following is a quantum chemistry calculation of C19H27NO3 in the gas phase at a distorted geometry, from the Open Molecules 2025 dataset.

Geometry as XYZ:
```
50
Properties=species:S:1:pos:R:3:nbo_charge:R:1
O 0.09 -4.42 4.57 -0.63
O 1.56 4.98 -2.90 -0.60
O 3.33 4.53 -1.57 -0.70
C 0.19 -3.37 3.83 0.59
C 1.99 4.43 -1.91 0.81
C 1.52 -2.90 3.72 -0.28
C 1.80 -1.82 2.86 -0.09
N -0.88 -2.69 3.33 -0.61
C -0.48 3.87 -1.32 -0.42
C -1.59 0.33 1.39 -0.39
C -1.23 2.60 -0.78 -0.40
C 2.26 0.26 0.33 -0.41
C 1.18 1.48 -2.20 -0.64
C 2.40 1.71 -0.05 -0.41
C 0.91 -2.42 0.69 -0.63
C -1.79 -1.11 1.86 -0.40
C 0.97 3.70 -0.94 -0.31
C -0.29 0.42 0.50 -0.22
C -0.12 1.85 -0.02 -0.21
C 1.03 0.02 1.27 -0.19
C 1.15 2.17 -0.82 -0.02
C 0.78 -1.45 1.87 -0.09
C -0.59 -1.44 2.68 -0.02
H 3.74 5.10 -2.30 0.50
H 2.32 -3.42 4.21 0.24
H 2.77 -1.45 2.68 0.20
H -1.80 -2.83 3.80 0.42
H -0.49 3.85 -2.45 0.23
H -0.99 4.86 -1.11 0.23
H -1.52 0.90 2.27 0.19
H -2.61 0.69 0.90 0.21
H -1.69 1.94 -1.56 0.20
H -2.06 2.98 -0.23 0.21
H 2.28 -0.43 -0.48 0.21
H 3.24 -0.03 0.84 0.21
H 0.38 1.67 -2.90 0.22
H 1.22 0.39 -2.09 0.21
H 2.15 1.70 -2.70 0.22
H 3.27 1.78 -0.72 0.22
H 2.68 2.44 0.73 0.22
H 2.00 -2.61 0.67 0.22
H 0.51 -3.38 1.01 0.23
H 0.44 -2.04 -0.22 0.22
H -2.63 -1.11 2.59 0.20
H -2.02 -1.74 1.00 0.21
H 1.04 4.22 0.05 0.23
H -0.57 -0.24 -0.36 0.20
H -0.09 2.49 0.89 0.19
H 1.23 0.73 2.10 0.21
H -0.51 -0.71 3.48 0.18
```

spin multiplicity = 1
gap between HOMO and LUMO = 9.620 eV
SMILES string = C[C@]12C=CC(=O)N[C@@H]1CC[C@@H]1[C@@H]2CC[C@]2(C)[C@@H](C(=O)O)CC[C@@H]12
highest occupied orbital energy = -9.27 eV

> Which formula does entry 1 have?

C19H27N2O3P

Please write out number 6 again, unchanged.
The following is a quantum chemistry calculation of C19H27N3O4 in the gas phase, from the Open Molecules 2025 dataset.

Geometry as XYZ:
```
53
Properties=species:S:1:pos:R:3:nbo_charge:R:1
C 7.44 0.38 0.88 -0.25
H 7.12 -0.22 1.74 0.18
O 6.75 0.03 -0.29 -0.49
C 5.40 0.20 -0.32 0.31
C 4.63 0.68 0.73 -0.32
C 3.26 0.81 0.57 -0.13
C 2.63 0.46 -0.62 -0.09
C 3.41 -0.03 -1.66 -0.18
C 4.78 -0.16 -1.52 -0.25
H 5.39 -0.53 -2.33 0.23
H 2.94 -0.31 -2.59 0.21
C 1.14 0.57 -0.73 -0.23
N 0.48 -0.46 0.06 -0.44
C -0.09 -0.22 1.25 0.69
O -0.27 0.87 1.75 -0.64
C -0.49 -1.56 1.85 -0.49
H -1.50 -1.53 2.26 0.24
H 0.19 -1.78 2.67 0.24
C -0.33 -2.57 0.70 -0.31
H 0.08 -3.52 1.04 0.24
C -1.68 -2.86 0.04 0.69
O -2.15 -3.98 0.00 -0.62
N -2.26 -1.78 -0.51 -0.65
H -1.90 -0.85 -0.31 0.42
C -3.61 -1.76 -1.00 -0.23
H -4.04 -2.76 -0.86 0.24
H -3.61 -1.54 -2.07 0.19
C -4.41 -0.71 -0.22 -0.22
N -3.64 0.52 -0.13 -0.47
C -3.68 1.31 -1.35 -0.26
C -2.73 2.50 -1.20 -0.07
H -2.76 3.14 -2.09 0.19
O -3.09 3.30 -0.11 -0.52
C -3.07 2.55 1.08 -0.09
H -3.38 3.23 1.88 0.19
C -4.03 1.36 0.99 -0.24
H -3.96 0.77 1.91 0.21
H -5.06 1.73 0.88 0.17
H -2.06 2.18 1.29 0.21
H -1.70 2.12 -1.06 0.16
H -3.36 0.69 -2.20 0.20
H -4.70 1.69 -1.56 0.17
H -4.57 -1.08 0.79 0.20
H -5.40 -0.56 -0.69 0.18
C 0.64 -1.86 -0.26 -0.21
H 0.38 -2.04 -1.31 0.21
H 1.67 -2.17 -0.10 0.20
H 0.79 1.53 -0.33 0.24
H 0.82 0.47 -1.78 0.20
H 2.66 1.18 1.39 0.22
H 5.08 0.96 1.66 0.22
H 7.32 1.45 1.12 0.18
H 8.49 0.18 0.68 0.20
```

spin multiplicity = 1
gap between HOMO and LUMO = 9.334 eV
SMILES string = COc1ccc(CN2C[C@H](C(=O)NCCN3CCOCC3)CC2=O)cc1
highest occupied orbital energy = -8.65 eV